# 1
102
Properties=species:S:1:pos:R:3:mulliken_charge:R:1 method="wB97M-V/def2-TZVPD" homo_lumo_gap_ha=0.2672 e_lumo_ha=0.095 total_charge=-1 homo_energy_ev=-4.69
C -2.594 1.332 -0.842 1.63
O -1.400 1.877 -0.309 -0.26
H -8.669 4.609 -0.046 0.37
H 2.117 -6.195 1.160 0.38
H -0.285 -7.701 -2.276 0.35
C -0.759 4.271 -1.265 -0.15
C -5.581 3.821 -1.191 0.02
H 3.598 -0.191 0.019 0.43
H 6.500 -0.219 0.057 0.11
H -4.118 2.986 -2.461 0.60
C -3.806 2.202 -0.456 0.05
C 6.185 -2.815 0.734 -0.49
C 1.272 -3.091 -1.183 0.26
C 8.541 -0.704 0.578 -0.58
H -5.396 7.212 -0.975 0.41
P -0.212 2.428 -1.442 0.12
H -0.280 4.807 -2.087 0.66
H 0.730 4.755 0.217 0.42
H -1.569 -0.314 1.627 0.19
H 0.192 -1.072 0.298 -0.40
H -3.636 -0.586 -0.463 0.64
H -0.494 -2.252 1.445 0.44
C 3.699 -0.197 1.108 -0.51
H -4.038 4.235 2.161 0.30
H -0.416 6.042 -0.089 0.43
H -1.963 0.131 -2.505 0.30
C 0.454 -6.903 0.078 -0.63
N -3.232 -2.254 1.802 -0.49
O 4.793 -1.002 1.531 -0.43
C 0.298 -2.078 0.716 -0.18
H 1.262 -2.159 1.229 0.29
O -0.654 -6.438 -0.674 -0.21
C -6.887 3.658 -0.744 -0.37
H -1.836 4.350 -1.425 -0.50
H 0.077 -7.351 1.008 0.37
C -7.135 6.046 -0.456 -0.46
H 2.155 -2.652 -0.713 -0.07
C 1.594 -4.500 -1.626 -0.63
H -1.590 -8.223 -1.170 0.32
O -1.339 2.126 -2.716 -0.63
H -7.315 2.666 -0.679 0.40
P 0.793 0.400 -1.644 0.29
H -7.736 6.902 -0.186 0.38
C -2.291 5.157 1.273 0.28
C 7.299 -0.887 -0.266 -0.29
H 0.874 -4.966 0.938 0.04
H 7.569 -0.602 -1.286 0.39
H 6.098 -3.873 0.474 0.43
H 2.344 -4.426 -2.417 0.43
H -1.882 -0.633 -0.561 0.24
H 0.729 2.577 -0.363 -0.04
H -3.486 3.052 0.139 -0.76
O 2.205 -5.309 -0.627 -0.45
H 8.929 0.309 0.405 0.38
H -5.342 1.845 -1.918 0.40
H -2.854 5.018 0.347 -0.23
C -3.567 -0.856 2.087 -0.92
H 9.302 -1.426 0.259 0.35
H -0.080 -0.730 -1.694 -0.27
H 4.285 -2.983 1.683 0.37
H 1.004 -7.670 -0.479 0.35
H 0.843 2.853 -2.355 0.00
O 8.269 -0.846 1.963 -0.27
H -3.488 -0.688 3.162 0.41
O 0.170 -3.064 -0.298 -0.33
H 6.790 -2.749 1.640 0.16
C -5.825 6.223 -0.896 -0.68
H -4.428 1.604 0.213 0.34
C -3.049 4.577 2.461 -1.35
C 9.318 -1.440 2.687 -0.77
H -1.836 -6.843 -2.262 0.23
C -0.320 4.950 0.010 -0.85
C -5.067 5.120 -1.257 -0.02
C 4.783 -2.302 0.978 -0.21
C -2.721 -0.057 -0.177 -1.25
H 2.763 -0.535 1.555 0.20
O 1.845 0.132 -0.596 -0.43
H 4.230 -2.318 0.035 0.03
H 10.169 -0.756 2.793 0.33
H -2.187 6.244 1.401 0.58
H -4.593 -0.580 1.811 0.32
H -2.510 3.747 2.905 0.30
C 1.403 -5.781 0.442 -0.16
O 6.846 -2.226 -0.378 -0.47
C -4.703 2.670 -1.602 -0.92
C -1.107 -7.356 -1.637 -0.81
H -3.215 5.348 3.210 0.34
C -7.653 4.763 -0.379 -0.59
C -2.564 0.016 1.348 -0.05
O -1.028 4.560 1.181 -0.43
H 1.025 -2.493 -2.071 0.22
C -2.291 1.159 -2.338 -1.11
H -3.980 -2.874 2.088 0.24
H -2.656 1.040 1.703 0.06
H 1.407 0.385 -2.929 -0.06
H 9.656 -2.368 2.212 0.34
H 3.897 0.821 1.438 0.31
H -4.048 5.255 -1.597 0.16
H -3.129 -2.368 0.800 0.22
H 8.936 -1.681 3.679 0.23
H -3.127 1.294 -3.026 0.60
H 0.717 -4.990 -2.054 0.22


# 2
114
Properties=species:S:1:pos:R:3:mulliken_spin:R:1 method="wB97M-V/def2-TZVPD" homo_lumo_gap_ha="0.3540 / 0.0860" e_lumo_ha="-0.090 / -0.358" total_charge=+1 multiplicity=2 homo_energy_ev="-12.07 / -12.07"
O 0.982 -0.228 -3.043 0.00
C -3.221 -7.342 4.375 0.00
C -2.979 5.543 -5.188 0.00
O 2.364 0.227 -4.706 0.00
H 3.590 3.409 4.219 0.00
C -4.014 -8.581 4.262 0.03
H 4.569 4.020 2.951 0.00
H -4.587 1.727 -1.498 0.00
H -0.732 1.360 -2.149 0.00
H -0.142 2.967 0.031 0.00
H 1.165 -1.668 1.242 0.00
P 4.357 0.618 1.129 0.00
H 1.283 5.675 -0.600 0.00
O -0.534 4.994 -1.356 0.00
H -0.738 -4.547 2.634 0.00
O -0.560 -7.107 2.886 0.43
H 2.091 2.219 2.731 0.00
H 0.945 -0.727 -6.871 0.00
O 0.645 3.318 -3.008 0.00
C 0.021 6.147 0.861 0.00
H 2.630 4.195 -3.405 0.00
H -3.037 2.844 4.480 0.00
H -0.999 1.768 3.503 0.00
H 3.089 -0.916 -0.994 0.00
C -2.740 5.352 -3.669 0.00
C 3.543 3.731 3.179 0.00
H 6.925 -2.847 0.551 0.00
H 0.605 1.318 -0.218 0.00
H 1.530 -2.825 -0.024 0.00
H 0.087 7.003 -1.061 0.00
H -0.489 -4.034 1.112 0.00
H 6.972 0.164 1.437 0.00
C 1.657 -1.267 -6.246 0.00
O -3.130 -6.613 3.172 0.18
C 6.999 -1.767 0.429 0.00
H -5.014 -8.335 3.904 0.00
H -3.155 -3.273 2.508 0.00
H -4.448 0.001 -1.849 0.00
C -3.258 -9.234 -0.768 0.01
H 2.480 2.033 -1.326 0.00
H -5.319 0.563 -0.307 0.00
O -1.969 0.512 -0.817 0.00
C 1.492 -1.761 0.206 0.00
C -0.831 2.523 4.272 0.00
P -0.220 4.729 -2.969 0.00
O -2.886 -0.052 1.097 0.00
C 1.412 -0.509 -4.178 0.00
H 0.748 -1.270 -0.421 0.00
O 4.035 1.584 2.458 0.00
H -3.764 -6.805 5.154 0.01
O -1.860 4.460 4.946 0.00
O 1.070 -1.558 -5.017 0.00
C 0.244 5.992 -0.687 0.00
H -2.017 5.746 -5.659 0.00
O -2.403 -8.146 1.349 0.33
H -3.667 6.311 -5.540 0.00
C -5.055 0.754 -1.347 0.00
C 2.888 -0.430 -5.851 0.00
C -2.085 3.075 4.959 0.00
H 2.237 3.679 -0.829 0.00
H -2.339 6.245 -3.189 0.00
H -3.349 4.611 -5.614 0.00
C -1.321 -4.373 1.730 0.00
C -2.318 -3.197 1.814 0.00
C -2.085 0.608 0.487 0.00
C -0.744 4.747 4.247 0.00
C -0.310 1.896 -0.085 0.00
O -1.743 4.324 -3.528 0.00
H 6.888 -1.377 2.444 0.00
H 1.754 -2.069 -6.978 0.00
O 4.939 1.259 -0.063 0.00
H -4.260 -8.938 -0.460 0.00
H -3.602 5.143 -3.036 0.00
C -2.306 -8.210 -0.082 0.01
O 0.363 5.948 -3.545 0.00
H -2.027 2.414 -1.418 0.00
H -2.982 -10.274 -0.592 0.00
H -0.281 2.052 5.086 0.00
H -2.106 2.808 6.016 0.00
H 2.859 2.941 1.294 0.00
H 6.696 -1.416 -0.558 0.00
P -1.861 -6.862 2.201 -0.06
H 3.020 4.685 3.245 0.00
H -1.256 -8.369 -0.330 0.04
H -2.627 -7.219 -0.401 0.01
N -7.180 0.765 -2.927 0.00
H -1.796 -2.282 2.095 0.00
H -2.226 -7.516 4.783 0.00
H -4.056 -9.131 5.202 0.00
O 5.193 -0.649 1.775 0.00
O -1.037 1.385 0.991 0.00
H -2.676 -2.888 0.831 0.00
H 3.720 -1.105 -5.652 0.00
C 2.861 -1.271 0.011 0.00
H 3.571 -2.005 0.392 0.00
H 8.085 -1.803 0.346 0.00
H -3.626 -9.310 3.551 0.00
H -3.142 -9.155 -1.849 0.00
C 2.074 3.325 -3.056 0.00
O -0.148 3.648 3.755 0.00
C 6.536 -0.826 1.572 0.00
O -1.975 -5.561 1.252 0.01
O -0.268 5.905 4.136 0.00
H -1.040 6.353 0.999 0.00
C 2.644 3.066 -1.633 0.00
C -1.259 1.660 -1.244 0.00
C -6.225 0.735 -2.208 0.00
C 3.028 2.580 2.309 0.00
H 0.645 6.942 1.270 0.00
H 3.143 0.201 -6.702 0.00
O 2.927 -0.130 0.772 0.00
H 0.109 5.165 1.326 0.00
H 2.598 2.577 -3.651 0.00
H 3.719 3.236 -1.570 0.00